A structure of composition C36H48AsN2O2S6SeTa in a non-equilibrium geometry, computed with wB97M-V/def2-TZVPD.

Geometry as XYZ:
```
97
Properties=species:S:1:pos:R:3:forces:R:3:lowdin_charge:R:1
Ta -1.57379 -1.31227 -1.36879 -1.91 -1.15 -2.11 1.155
Se 0.37011 -1.79477 0.62631 0.57 0.64 0.08 1.217
As -2.90039 -2.14207 -3.97109 -0.90 -0.44 -1.96 -0.409
S -2.05399 -3.41367 -2.28999 -0.06 -0.08 0.26 0.141
S -4.96439 -2.43307 -4.11089 -0.03 0.09 0.61 -0.003
S -6.88369 -1.61787 -0.89479 0.71 0.03 0.22 1.079
S -1.98959 -2.47867 -5.80969 0.55 0.19 0.41 -0.034
S -2.47289 -0.02787 -3.14429 0.33 -0.59 0.68 0.231
S -3.05409 -5.39097 2.25221 0.16 0.50 -0.54 1.086
O 0.10681 -1.14697 -2.15259 0.22 0.26 -0.79 -0.396
O -1.90649 -0.09787 -0.00189 -0.69 1.14 0.95 -0.350
N -4.33839 -1.47127 -0.63849 0.62 0.01 -0.10 0.025
N -2.48229 -3.46267 0.66811 0.20 0.56 -0.31 -0.002
C -6.08759 -2.81287 0.02101 0.29 0.16 -0.16 -0.340
C 1.48611 -1.56537 -4.78049 -0.02 0.05 0.19 -0.044
C 2.53041 2.22903 3.79391 -0.20 0.02 0.10 -0.042
C -2.76109 2.78813 -0.28359 0.05 -0.13 0.04 -0.033
C -4.13729 1.49293 1.39281 0.16 0.00 -0.05 -0.024
C 0.58841 3.40083 4.82251 0.09 -0.23 -0.10 -0.058
C 1.98631 -0.22277 -4.23039 0.00 0.07 -0.18 -0.526
C -4.73839 -2.58227 0.06661 -1.09 0.10 -0.30 -0.333
C -0.50949 -4.83757 1.29941 0.40 0.01 0.05 -0.135
C -2.92599 2.41483 1.19521 -0.18 0.10 -0.09 -0.527
C -0.15199 -0.17227 1.52091 -0.24 -0.22 -0.14 -0.358
C 3.18481 0.22173 -5.07589 -0.16 -0.07 0.24 -0.061
C 1.08851 1.05313 5.47661 0.01 0.16 -0.12 -0.039
C 3.58751 -0.07037 -2.24599 0.05 -0.01 0.14 0.051
C -0.89739 2.14743 2.69961 0.23 -0.18 0.08 0.049
C 1.09511 2.05123 4.31111 0.06 0.02 0.11 -0.554
C -1.93609 -4.43997 1.31791 -0.31 -0.49 0.53 -0.646
C 2.33261 -0.38047 -2.75529 -0.58 -0.20 -0.14 -0.071
C 5.31861 0.15273 -0.36629 0.18 0.03 0.05 -0.555
C 0.90011 0.85263 -4.36409 -0.02 -0.13 0.08 -0.035
C 6.23941 0.74193 -1.43629 -0.16 -0.09 0.16 -0.060
C -1.29249 0.47443 1.02831 1.16 0.43 1.49 -0.312
C -1.68139 1.67253 1.65631 -0.26 -0.24 -0.42 -0.078
C 1.73201 -1.01947 -0.50899 -0.22 -0.26 -0.08 -0.350
C 3.94461 -0.20687 -0.90869 -0.03 -0.03 0.03 -0.160
C 2.99171 -0.71807 -0.03849 -0.22 -0.11 -0.05 -0.054
C 5.15231 1.19653 0.74791 0.06 -0.10 -0.16 -0.041
C -4.32109 -4.41227 1.66441 0.39 0.15 -0.04 -0.347
C 0.58741 0.30503 2.58101 -0.05 -0.14 -0.13 -0.058
C -3.84379 -3.44997 0.81281 -0.33 -0.75 0.68 -0.333
C 0.23751 1.50313 3.18281 -0.08 0.03 -0.06 -0.160
C -3.17719 3.70903 1.97601 0.08 -0.26 -0.13 -0.058
C 5.98181 -1.11077 0.19811 -0.01 0.15 -0.05 -0.040
C 1.36341 -0.84767 -1.84899 1.57 0.25 0.98 -0.315
C -5.36069 0.39173 -1.96549 0.04 0.29 -0.35 -0.156
C -5.35569 -0.85557 -1.17519 -0.42 -0.16 0.09 -0.685
H 1.24101 1.79313 -3.93349 0.06 0.14 0.00 0.092
H 3.53961 1.20663 -4.77819 0.10 0.11 0.01 0.084
H -2.34949 4.40533 1.86321 0.09 0.13 0.04 0.087
H -5.33089 -4.59967 1.96081 -0.26 0.02 0.05 0.068
H -4.58739 1.08393 -1.64119 -0.08 -0.03 0.05 0.034
H 6.97661 -0.87367 0.56821 0.14 0.01 0.07 0.085
H -4.00579 0.55733 0.85631 -0.07 -0.06 -0.03 0.056
H -0.09159 -4.68747 0.30321 0.01 -0.06 0.05 0.066
H 0.66401 1.01173 -5.41319 -0.04 0.03 -0.14 0.094
H 4.32741 0.29283 -2.93719 0.06 0.06 -0.09 0.091
H 1.70821 1.42733 6.28751 0.09 0.03 0.14 0.085
H -1.90469 3.44923 -0.40859 0.06 0.09 -0.04 0.096
H -0.41309 3.31313 5.23631 -0.15 0.05 0.04 0.087
H 2.87441 0.28103 -6.11589 -0.04 0.00 -0.10 0.088
H 1.13961 -1.45007 -5.80349 -0.03 0.00 -0.12 0.076
H -4.07069 4.18823 1.58201 -0.09 0.04 -0.03 0.088
H 5.81571 1.65033 -1.85609 -0.03 0.13 -0.13 0.089
H 4.64561 2.07843 0.36081 -0.06 0.11 0.01 0.093
H 4.00511 -0.48947 -5.01289 0.14 -0.07 0.00 0.086
H -0.41969 -5.88767 1.56771 0.06 -0.05 -0.04 0.075
H -6.33759 0.86393 -1.89239 -0.06 0.11 0.08 0.077
H -3.34289 3.51283 3.03281 0.00 0.02 0.15 0.087
H 6.07631 -1.87067 -0.57409 0.02 -0.10 -0.09 0.092
H 7.19681 0.99663 -0.98719 0.09 0.02 0.05 0.085
H -2.59939 1.90593 -0.90069 -0.04 0.06 -0.06 0.035
H 0.07701 -4.25557 2.01461 -0.03 -0.09 -0.07 0.052
H -6.63409 -3.62757 0.44611 -0.09 -0.22 0.11 0.068
H 0.58361 4.14243 4.02811 -0.04 0.15 -0.08 0.089
H -5.04079 1.97873 1.03051 -0.14 0.05 -0.04 0.091
H 1.43461 -0.27917 2.90981 0.12 0.06 0.11 0.105
H 6.12551 1.49853 1.12931 0.12 0.03 0.07 0.086
H -1.19139 3.06803 3.16611 -0.08 0.17 0.05 0.088
H 2.28301 -2.30677 -4.75769 0.14 -0.07 -0.04 0.093
H 6.42681 0.03033 -2.23629 0.02 -0.06 -0.14 0.087
H 2.54281 2.88393 2.92521 0.04 0.07 -0.10 0.093
H 1.47721 0.08573 5.17131 0.05 -0.14 -0.01 0.076
H -0.01839 0.56143 -3.86299 -0.04 -0.03 -0.01 0.004
H -4.26589 1.26573 2.45031 -0.05 -0.01 0.09 0.095
H 3.20561 -0.89767 1.00351 0.14 0.04 0.13 0.104
H 0.07741 0.91153 5.85121 -0.11 -0.03 0.06 0.091
H 2.96521 1.27443 3.51011 0.09 -0.10 -0.06 0.066
H 5.40901 -1.53277 1.01901 -0.08 -0.07 0.12 0.076
H 3.15441 2.66813 4.56851 0.11 0.05 0.10 0.086
H 1.24441 3.75943 5.61101 0.09 0.04 0.11 0.086
H 4.57071 0.80483 1.57781 -0.09 -0.02 0.12 0.062
H -3.64929 3.30373 -0.64219 -0.11 0.07 -0.06 0.091
H -5.19419 0.15263 -3.01919 0.00 -0.01 0.09 0.016
H 0.65131 -1.95367 -4.20379 -0.05 -0.02 -0.11 0.045
```
Forces are in eV/Å.

Values from the calculation:
Frontier orbital gap: 6.159 eV
LUMO level: -0.837 eV